Here is C15H18ClF3N2O4Ta as an isolated structure from the OMol25 dataset. Energies are from ωB97M-V with the def2-TZVPD basis set.

Last column: natural (NBO) charge in e.
Element x y z (Å)
Ta 0.430 0.752 0.027  1.774
N 0.211 0.640 -2.228  -0.808
C -0.220 -0.666 -2.773  -0.304
C 0.000 -1.794 -1.777  0.637
O -0.057 -2.966 -2.175  -0.711
N 0.223 -1.362 -0.547  -0.704
C 0.488 -2.354 0.465  -0.344
C 0.806 -1.652 1.771  0.810
O 1.018 -2.241 2.804  -0.624
O 0.816 -0.331 1.661  -0.786
H -0.461 1.374 -2.426  0.418
H 1.084 0.920 -2.653  0.400
H 0.317 -0.913 -3.689  0.207
H -1.281 -0.633 -3.020  0.213
H 1.326 -3.003 0.190  0.218
H -0.371 -3.011 0.640  0.224
F -0.312 3.347 -1.499  -0.404
C -0.134 3.064 -0.135  0.620
F 0.815 3.987 0.254  -0.387
F -1.279 3.574 0.421  -0.379
C 3.366 2.433 0.984  -0.253
O 2.671 1.214 0.754  -0.556
C 2.256 1.013 -0.614  -0.242
C 3.379 0.952 -1.594  -0.679
H 3.438 2.560 2.064  0.186
H 2.842 3.277 0.539  0.200
H 4.377 2.367 0.570  0.159
H 3.816 1.930 -1.830  0.201
H 3.055 0.507 -2.540  0.198
H 4.180 0.312 -1.206  0.213
Cl -1.600 1.386 2.567  0.019
C -2.273 -0.136 2.009  0.050
C -2.620 -1.085 2.952  -0.253
C -3.101 -2.315 2.533  -0.242
C -3.216 -2.569 1.172  -0.214
C -2.858 -1.602 0.248  -0.217
C -2.373 -0.345 0.632  -0.048
C -1.891 0.654 -0.354  -0.864
H -2.486 -0.866 4.003  0.220
H -3.359 -3.072 3.262  0.206
H -3.572 -3.532 0.827  0.207
H -2.929 -1.822 -0.812  0.210
H -2.297 1.638 -0.124  0.237
H -2.223 0.367 -1.352  0.191

- energy above the lowest of the compared OMol25 structures with the same formula, charge and spin (kJ/mol) = 48.07
- energy (eV) = -49246.479
- LUMO level (eV) = 2.76
- charge = -1
- highest occupied orbital energy (eV) = -3.89

Here is a 3-piece molecular cluster, C15H18ClN2O4P overall from the OMol25 dataset. Energies are from ωB97M-V with the def2-TZVPD basis set.

Last column: natural (NBO) charge in e.
Element x y z (Å)
O -0.119 -2.133 -0.191  -0.385
N 0.364 -1.959 0.907  0.523
O -0.074 -2.437 1.930  -0.379
C 1.549 -1.109 1.005  0.075
C 2.056 -0.513 -0.141  -0.208
C 3.165 0.312 -0.039  -0.210
C 3.758 0.530 1.199  -0.173
C 3.247 -0.079 2.338  -0.206
C 2.136 -0.904 2.246  -0.204
H 1.598 -0.679 -1.106  0.243
H 3.566 0.787 -0.924  0.226
H 4.621 1.180 1.276  0.221
H 3.712 0.092 3.300  0.228
H 1.740 -1.372 3.136  0.252
O 0.005 1.042 5.039  -0.382
N -0.763 1.964 4.867  0.521
O -0.701 3.023 5.450  -0.374
C -1.836 1.784 3.890  0.079
C -1.956 0.570 3.230  -0.211
C -2.986 0.394 2.318  -0.210
C -3.882 1.428 2.074  -0.177
C -3.746 2.643 2.735  -0.211
C -2.719 2.826 3.650  -0.209
H -1.263 -0.239 3.416  0.253
H -3.092 -0.550 1.801  0.229
H -4.689 1.286 1.366  0.220
H -4.444 3.447 2.540  0.222
H -2.620 3.772 4.163  0.248
C -0.703 -1.046 -3.093  -0.614
C -0.449 -1.155 -4.614  -0.429
C 1.062 -1.012 -5.001  -0.442
P 1.293 -2.032 -6.561  0.245
Cl 1.391 0.765 -5.275  -0.096
H -1.708 -1.454 -2.908  0.221
H -0.011 -1.663 -2.508  0.216
H -0.627 -0.003 -2.753  0.211
H -0.729 -2.177 -4.926  0.216
H -1.071 -0.480 -5.216  0.220
H 1.671 -1.418 -4.183  0.233
H 0.575 -1.339 -7.568  0.011
H 2.677 -2.090 -6.867  0.008

- energy (eV) = -48822.077
- SMILES string = O=[N+]([O-])c1ccccc1.O=[N+]([O-])c1ccccc1.CC[C@@H](P)Cl
- LUMO level (eV) = -0.64
- highest occupied orbital energy (eV) = -8.82

Here is C15H18ClN4O11P2PbS as an isolated structure from the OMol25 dataset. Energies are from ωB97M-V with the def2-TZVPD basis set.

Last column: natural (NBO) charge in e.
Element x y z (Å)
Pb 0.937 -0.926 -0.212  1.486
N -0.584 2.383 2.591  -0.713
C -0.629 1.289 1.843  0.244
S 0.060 -0.164 2.334  -0.179
N -1.348 1.514 0.673  -0.192
N -1.526 0.425 -0.026  -0.218
C -2.631 -0.019 -0.503  0.299
C -3.946 0.548 -0.133  -0.161
C -4.940 -0.281 0.379  -0.175
C -6.168 0.253 0.734  -0.204
C -6.411 1.607 0.557  -0.173
C -5.422 2.434 0.038  -0.219
C -4.184 1.911 -0.295  -0.120
C -2.545 -1.206 -1.399  0.132
C -3.621 -1.592 -2.179  -0.201
C -3.487 -2.720 -2.982  -0.141
C -2.294 -3.415 -2.974  -0.216
C -1.258 -2.941 -2.175  0.062
N -1.378 -1.864 -1.411  -0.473
H -0.061 2.376 3.452  0.427
H -1.032 3.228 2.277  0.422
H -4.750 -1.338 0.515  0.226
H -6.935 -0.389 1.144  0.231
H -7.374 2.021 0.824  0.230
H -5.617 3.487 -0.106  0.229
H -3.411 2.555 -0.693  0.221
H -4.539 -1.022 -2.171  0.246
H -4.311 -3.045 -3.602  0.239
H -2.154 -4.303 -3.571  0.243
H -0.302 -3.450 -2.148  0.221
C 5.389 1.865 -1.186  -0.684
C 4.829 1.433 0.134  -0.135
O 5.567 1.852 1.176  -0.571
P 4.404 -0.383 0.230  2.382
O 5.855 -0.972 0.094  -0.979
O 3.972 -0.485 1.731  -1.029
O 3.444 -0.814 -0.800  -1.120
P 2.923 2.414 0.409  2.384
O 2.974 2.578 1.994  -0.982
O 3.232 3.650 -0.315  -0.993
O 1.901 1.402 0.065  -1.133
H 6.355 1.370 -1.315  0.258
H 5.528 2.943 -1.205  0.267
H 4.724 1.573 -1.996  0.253
H 5.258 1.437 1.999  0.514
H 5.872 -1.939 0.063  0.545
H 3.383 -1.257 1.940  0.558
H 3.406 3.411 2.224  0.524
O 2.295 -4.713 1.524  -0.745
Cl 2.587 -3.543 0.786  2.547
O 3.999 -3.357 0.578  -0.838
O 1.865 -3.479 -0.468  -0.849
O 2.097 -2.342 1.557  -0.950

- energy above the lowest of the compared OMol25 structures with the same formula, charge and spin (kJ/mol) = 0.00
- energy (eV) = -91503.819
- LUMO level (alpha / beta) (eV) = -5.39 / -6.02
- charge = +1
- highest occupied orbital energy (alpha / beta) (eV) = -12.13 / -11.97

Here is C15H18CoN3OS5Sb as an isolated structure from the OMol25 dataset. Energies are from ωB97M-V with the def2-TZVPD basis set.

Last column: natural (NBO) charge in e.
Element x y z (Å)
Co 1.693 -1.621 0.283  0.958
S 4.162 -4.382 2.847  -0.841
Sb 3.729 -2.152 2.531  1.070
S 4.038 -1.522 0.281  -0.829
S 1.474 -1.600 2.765  -0.890
C -3.840 -1.395 -1.551  -0.619
C -3.404 -1.156 -0.113  -0.213
N -2.512 -0.012 0.049  -0.415
C -3.130 1.295 0.265  -0.207
C -3.174 2.166 -0.982  -0.620
C -1.162 -0.113 -0.034  0.370
S -0.496 -1.648 -0.441  -0.306
N -0.535 1.058 0.116  -0.689
C 0.795 1.182 0.118  0.664
O 1.689 0.318 0.169  -0.649
C 1.290 2.607 0.072  -0.041
C 0.411 3.681 0.020  -0.203
C 0.897 4.979 -0.030  -0.230
C 2.266 5.207 -0.027  -0.211
C 3.146 4.134 0.030  -0.222
C 2.663 2.836 0.081  -0.191
H -4.484 -2.275 -1.606  0.205
H -2.972 -1.564 -2.186  0.227
H -4.400 -0.547 -1.947  0.195
H -2.898 -2.038 0.276  0.234
H -4.275 -0.973 0.521  0.186
H -2.585 1.807 1.056  0.225
H -4.142 1.102 0.627  0.186
H -2.165 2.367 -1.335  0.231
H -3.658 3.117 -0.751  0.202
H -3.734 1.689 -1.786  0.198
H -0.651 3.484 0.024  0.226
H 0.208 5.814 -0.069  0.202
H 2.648 6.220 -0.064  0.202
H 4.214 4.309 0.038  0.208
H 3.329 1.985 0.134  0.254
S 1.263 -6.010 0.821  0.466
C 2.431 -5.714 -0.392  -0.456
C 2.553 -4.383 -0.598  -0.020
N 1.728 -3.613 0.185  -0.500
C 1.006 -4.346 0.988  -0.111
H 2.993 -6.505 -0.855  0.241
H 3.248 -3.882 -1.250  0.243
H 0.345 -3.908 1.720  0.269

- energy above the lowest of the compared OMol25 structures with the same formula, charge and spin (kJ/mol) = 0.00
- energy (eV) = -120710.630
- LUMO level (alpha / beta) (eV) = 2.51 / 1.81
- spin multiplicity = 3
- charge = -1
- highest occupied orbital energy (alpha / beta) (eV) = -3.68 / -4.37

Here are the calculated max |F| numbers, same order: 0.009 0.037 0.016 0.008 (hartree/bohr).